The following is a DFT calculation (the ωB97M-V functional and the def2-TZVPD basis) of a structure of composition C12H26F5NbO6PS2 at a distorted geometry.

```
! RIJCOSX wB97M-V def2-TZVPD def2/J DEFGRID3
* xyz -1 1
C 0.330 1.877 -1.339
C 0.697 1.042 -2.538
O 1.365 1.499 -3.382
O 0.244 -0.215 -2.571
C 1.070 -1.116 -3.311
C 2.491 -1.336 -2.788
C 2.686 -2.511 -1.779
Nb 1.580 -2.411 0.187
P -0.565 -3.312 -0.977
S -1.568 -4.591 0.140
C 0.680 -2.463 2.343
F 0.426 -3.714 2.771
F 1.624 -1.981 3.205
C -0.609 -1.617 2.587
F -1.107 -1.098 1.488
F -0.337 -0.594 3.384
F -1.536 -2.305 3.195
H 0.401 1.296 -0.428
H -0.669 2.275 -1.503
H 1.085 2.652 -1.269
H 1.131 -0.789 -4.346
H 0.582 -2.083 -3.341
H 3.080 -1.600 -3.670
H 2.952 -0.443 -2.376
H 3.746 -2.547 -1.526
H 2.489 -3.459 -2.289
H 1.079 -0.674 0.037
H 3.134 -1.746 0.886
H 2.272 -4.072 0.593
H -0.160 -3.978 -2.172
H -1.388 -2.263 -1.473
C 4.578 3.641 1.599
S 3.215 4.262 0.603
O 2.549 3.084 -0.006
C 4.239 5.009 -0.674
H 4.158 3.094 2.441
H 5.196 2.971 1.000
H 5.171 4.480 1.967
H 4.880 4.250 -1.124
H 4.842 5.806 -0.237
H 3.581 5.427 -1.433
C -3.814 -0.360 2.658
O -4.483 -0.089 1.419
C -5.801 0.022 1.512
O -6.461 -0.081 2.516
O -6.285 0.272 0.287
C -7.701 0.414 0.236
H -2.758 -0.427 2.447
H -3.983 0.449 3.368
H -4.147 -1.308 3.075
H -8.027 1.253 0.850
H -8.193 -0.503 0.558
H -7.962 0.611 -0.801
*
```

Orbital gap in Eh: 0.229
E_HOMO in eV: -4.646
Lowest unoccupied orbital energy in Ha: 0.058

Atomic partial charges in e from the Mulliken method, atoms 1 to 2: number 1, C, carries -0.56; number 2, C, carries 0.69